{"formula": "C12H20N8OSV", "method": "ωB97M-V with the def2-TZVPD basis set", "symbols": ["V", "N", "C", "S", "N", "N", "C", "C", "C", "C", "C", "C", "N", "H", "H", "H", "H", "H", "H", "H", "C", "N", "C", "C", "N", "N", "C", "C", "H", "H", "H", "H", "H", "H", "H", "H", "H", "H", "H", "H", "H", "O", "N"], "positions_angstrom": [[-1.11, -0.49, -0.44], [0.33, -1.28, -4.48], [-0.20, -0.85, -3.34], [0.07, -1.85, -1.91], [-0.87, 0.28, -3.36], [-1.37, 0.60, -2.14], [-2.12, 1.65, -2.04], [-2.67, 1.98, -0.73], [-3.48, 3.08, -0.52], [-3.96, 3.31, 0.77], [-3.62, 2.44, 1.79], [-2.80, 1.36, 1.49], [-2.33, 1.13, 0.27], [0.82, -2.15, -4.53], [0.19, -0.75, -5.33], [-2.33, 2.25, -2.92], [-3.73, 3.73, -1.34], [-4.60, 4.16, 0.96], [-3.97, 2.58, 2.80], [-2.51, 0.65, 2.27], [2.84, -2.57, 0.52], [1.64, -1.89, 1.02], [0.57, -2.79, 1.45], [1.50, -0.57, 0.97], [0.25, -0.02, 0.82], [2.56, 0.24, 1.07], [2.52, 1.62, 0.60], [3.76, -0.12, 1.83], [2.51, -3.41, -0.10], [3.46, -2.96, 1.33], [3.42, -1.90, -0.10], [1.00, -3.53, 2.13], [0.14, -3.32, 0.60], [-0.19, -2.23, 1.99], [0.19, 0.89, 1.27], [2.25, 2.31, 1.41], [1.82, 1.72, -0.22], [3.51, 1.89, 0.24], [3.56, -0.97, 2.48], [4.03, 0.73, 2.46], [4.60, -0.35, 1.18], [-3.19, -2.73, -0.02], [-2.49, -1.86, -0.17]], "relative_energy_kcal_mol": 0.0, "gap_ev": [6.83, 6.44], "e_homo_ev": [-14.679, -14.699], "multiplicity": 4, "energy_ev": -63244.824, "charge": 2}